9 unconnected molecules or ions with the total composition C25H68O9 in a non-equilibrium geometry, computed with the ωB97M-V functional and the def2-TZVPD basis.

Structure (XYZ):
```
102
C25H68O9, DFT the ωB97M-V functional and the def2-TZVPD basis
C -0.16 0.02 -0.36
O 1.02 -0.53 0.34
H -1.13 -0.42 -0.13
H -0.15 1.10 -0.19
H -0.04 0.04 -1.44
H 0.81 -0.59 1.27
C -0.86 -0.94 -4.78
C -1.30 -0.28 -6.07
C -0.98 1.20 -6.16
O -0.52 -0.87 -7.12
H -1.44 -0.47 -3.98
H 0.21 -0.90 -4.58
H -1.19 -1.98 -4.71
H -2.36 -0.27 -6.31
H 0.09 1.29 -5.95
H -1.50 1.78 -5.40
H -1.34 1.73 -7.04
H -0.93 -1.74 -7.21
C -0.16 1.21 3.68
C -0.61 -0.23 3.89
C -2.08 -0.47 3.68
O 0.04 -1.11 2.99
H 0.93 1.26 3.66
H -0.39 1.92 4.47
H -0.44 1.58 2.69
H -0.44 -0.53 4.92
H -2.31 -1.52 3.47
H -2.33 0.10 2.78
H -2.69 -0.05 4.48
H 0.09 -1.96 3.44
C -0.37 4.18 -0.67
C -1.46 3.99 -1.62
C -1.03 3.41 -3.04
O -2.42 3.13 -1.09
H 0.62 4.17 -1.12
H -0.27 3.43 0.11
H -0.56 5.03 -0.02
H -1.84 5.00 -1.81
H -0.86 2.37 -2.77
H -0.14 3.87 -3.46
H -1.85 3.46 -3.76
H -2.77 3.60 -0.33
C -2.81 -3.68 0.00
C -2.38 -4.87 0.82
C -0.83 -4.81 1.04
O -3.01 -4.80 2.11
H -2.18 -2.81 0.17
H -3.85 -3.36 0.12
H -2.57 -3.82 -1.05
H -2.63 -5.80 0.31
H -0.29 -4.26 0.27
H -0.37 -5.77 0.84
H -0.63 -4.20 1.92
H -2.76 -3.97 2.52
C 2.92 -3.65 5.96
C 2.12 -2.73 5.12
C 2.77 -2.79 3.70
O 0.80 -3.17 5.02
H 2.64 -3.73 7.01
H 3.96 -3.32 5.97
H 2.87 -4.68 5.62
H 2.25 -1.68 5.40
H 3.72 -2.26 3.77
H 2.20 -2.44 2.84
H 2.94 -3.85 3.49
H 0.82 -4.05 4.63
C 5.32 1.81 2.74
C 4.41 1.22 1.62
C 4.45 -0.32 1.35
O 3.04 1.58 1.90
H 6.34 1.98 2.38
H 5.44 1.12 3.56
H 4.98 2.79 3.07
H 4.65 1.75 0.69
H 4.31 -0.85 2.29
H 5.38 -0.64 0.89
H 3.59 -0.73 0.82
H 2.44 1.16 1.28
C -4.29 0.10 -1.91
C -5.07 0.56 -0.69
C -6.37 1.40 -0.94
O -5.56 -0.55 -0.03
H -3.83 0.98 -2.36
H -5.08 -0.25 -2.58
H -3.59 -0.67 -1.59
H -4.35 1.19 -0.16
H -7.10 0.87 -1.56
H -5.93 2.19 -1.55
H -6.92 1.76 -0.08
H -6.06 -0.24 0.73
C 2.11 1.60 -2.20
C 3.58 2.13 -2.35
C 3.91 2.78 -3.72
O 3.74 3.11 -1.41
H 1.89 1.54 -1.14
H 1.98 0.70 -2.80
H 1.42 2.35 -2.58
H 4.28 1.31 -2.16
H 4.80 3.40 -3.69
H 3.13 3.53 -3.84
H 3.95 2.15 -4.61
H 4.42 3.69 -1.75
```

Values from the calculation:
HOMO energy (alpha / beta), eV: -11.1 / -11.1
Spin multiplicity: 2
Energy, Ha: -1669.964664
Relative energy (zero: lowest compared OMol25 entry of this formula, charge and spin), kJ/mol: 123.1
Gap between HOMO and LUMO (alpha / beta), Eh: 0.284 / 0.059
Net charge: +1

Mulliken atomic charge list, values in e, 6 entries: -0.1036, -0.4574, -0.0018, -0.1074, 0.3900, 0.2242



A molecular structure, C25H70ClCrN2O13 in a non-equilibrium geometry, computed with the ωB97M-V functional and the def2-TZVPD basis.

Structure (XYZ):
```
112
C25H70ClCrN2O13, DFT the ωB97M-V functional and the def2-TZVPD basis
Cr 0.65 0.12 -0.62
Cl 2.49 1.75 -0.64
C -1.75 0.10 -0.81
O -1.20 -0.49 0.25
O -0.92 0.81 -1.55
O -3.02 0.06 -1.00
C 3.12 0.09 4.07
C 4.50 -0.12 3.44
C 5.10 -1.48 3.88
O 6.01 -1.41 5.00
C 7.20 -0.76 4.55
N 4.38 -0.05 1.97
H 2.45 -0.59 3.45
H 2.70 1.11 3.92
H 3.12 -0.19 5.11
H 5.21 0.63 3.80
H 5.55 -2.04 3.03
H 4.25 -2.06 4.18
H 7.61 -0.32 5.46
H 7.06 0.11 3.88
H 7.90 -1.45 4.09
H 3.93 0.85 1.80
H 5.24 -0.01 1.40
C 3.13 -3.31 0.82
C 2.19 -2.39 -0.02
C 1.02 -3.16 -0.53
O 0.29 -2.27 -1.38
C -0.96 -2.75 -1.87
N 1.69 -1.26 0.76
H 3.03 -4.31 0.40
H 2.85 -3.46 1.87
H 4.14 -3.01 0.91
H 2.84 -1.89 -0.77
H 0.35 -3.47 0.28
H 1.34 -4.00 -1.10
H -1.73 -1.97 -1.87
H -1.39 -3.49 -1.21
H -0.87 -3.21 -2.84
H 2.50 -0.79 1.15
H 1.05 -1.52 1.55
C -0.95 -2.24 6.18
C -0.07 -2.03 4.94
O -0.30 -3.10 3.97
H -0.94 -1.30 6.83
H -0.74 -3.16 6.74
H -2.01 -2.39 5.84
H 0.96 -2.05 5.20
H -0.18 -0.99 4.56
H -1.14 -2.86 3.55
C -0.04 2.52 -4.46
C -1.35 3.01 -5.08
O -1.81 4.13 -4.33
H -0.38 2.22 -3.45
H 0.70 3.26 -4.38
H 0.42 1.65 -4.96
H -2.08 2.26 -5.05
H -1.22 3.35 -6.15
H -2.19 3.79 -3.49
C -1.37 3.22 3.06
C -1.48 2.09 2.10
O -2.34 1.13 2.62
H -2.38 3.74 3.27
H -0.68 3.99 2.81
H -1.27 2.72 4.02
H -0.44 1.60 2.03
H -1.83 2.38 1.10
H -2.35 0.35 2.06
C -2.44 5.72 -1.35
C -2.29 4.32 -0.81
O -2.86 3.48 -1.79
H -3.47 5.90 -1.51
H -1.99 5.78 -2.36
H -2.05 6.35 -0.60
H -2.80 4.16 0.14
H -1.22 4.16 -0.75
H -2.48 2.61 -1.91
C -4.03 -3.89 1.13
C -3.64 -2.55 1.80
O -2.27 -2.40 2.08
H -5.11 -3.97 1.16
H -3.56 -4.71 1.77
H -3.74 -4.03 0.12
H -4.25 -2.45 2.70
H -3.98 -1.66 1.17
H -1.90 -1.80 1.35
C -6.48 1.91 -3.98
C -5.28 1.60 -3.07
O -5.49 0.36 -2.44
H -6.37 2.76 -4.61
H -7.47 2.13 -3.46
H -6.61 1.10 -4.70
H -5.15 2.36 -2.25
H -4.28 1.61 -3.64
H -4.64 0.27 -1.97
C 8.06 0.31 -1.51
C 6.59 0.53 -1.88
O 5.80 0.79 -0.72
H 8.74 0.33 -2.42
H 8.29 -0.64 -0.97
H 8.39 1.05 -0.77
H 6.28 -0.41 -2.32
H 6.50 1.33 -2.61
H 4.87 0.99 -0.95
C -3.13 -0.34 -4.96
C -3.80 -1.68 -4.68
O -5.16 -1.49 -4.37
H -2.92 0.26 -4.08
H -3.82 0.14 -5.64
H -2.21 -0.56 -5.50
H -3.27 -2.32 -3.95
H -3.79 -2.30 -5.57
H -5.13 -0.81 -3.61
```

Values from the calculation:
HOMO energy (alpha / beta), eV: -5.8 / -6.9
Spin multiplicity: 5
Energy, Ha: -3586.910468
Gap between HOMO and LUMO (alpha / beta), Eh: 0.295 / 0.336
Net charge: -1

Mulliken atomic charge list, values in e, 6 entries: 0.4385, -0.8951, 0.8724, 0.3383, -0.5474, -0.9710



10 unconnected molecules or ions with the total composition C25H71F3N13O12S in a non-equilibrium geometry, computed with the ωB97M-V functional and the def2-TZVPD basis.

Structure (XYZ):
```
125
C25H71F3N13O12S, DFT the ωB97M-V functional and the def2-TZVPD basis
C -0.69 0.04 -1.41
F -1.32 -0.09 -0.25
F -1.64 0.21 -2.29
F 0.06 1.09 -1.46
S 0.42 -1.53 -1.67
O 1.30 -1.19 -2.80
O 1.20 -1.62 -0.46
O -0.47 -2.74 -1.96
C 7.82 -3.14 0.33
O 8.96 -3.03 -0.03
N 6.84 -2.34 0.10
N 7.37 -4.03 1.17
H 7.00 -1.45 -0.36
H 5.92 -2.64 0.40
H 6.36 -3.98 1.23
H 7.95 -4.65 1.72
C -3.75 -7.56 -5.31
O -4.51 -8.42 -5.79
N -4.22 -6.45 -4.80
N -2.43 -7.73 -5.10
H -3.64 -5.78 -4.31
H -5.21 -6.43 -4.58
H -1.94 -8.52 -5.50
H -2.13 -6.93 -4.56
C -2.04 -6.44 2.34
O -1.97 -6.76 3.52
N -1.30 -7.09 1.46
N -2.86 -5.56 1.79
H -0.90 -7.91 1.91
H -1.58 -6.96 0.50
H -3.40 -5.02 2.45
H -2.73 -5.36 0.81
C 5.29 -5.39 -6.34
O 6.36 -5.96 -6.59
N 4.18 -6.02 -6.19
N 5.20 -4.13 -6.11
H 3.42 -5.47 -5.82
H 4.05 -7.00 -6.37
H 4.51 -3.76 -5.48
H 6.08 -3.64 -6.14
C 2.34 7.85 -4.13
C 3.57 7.14 -4.75
C 3.65 7.31 -6.30
O 4.70 6.64 -6.95
C 4.77 7.07 -8.30
N 4.70 7.78 -4.14
H 2.36 7.71 -3.05
H 1.40 7.44 -4.51
H 2.38 8.93 -4.26
H 3.67 6.10 -4.43
H 3.82 8.38 -6.41
H 2.68 7.08 -6.75
H 5.19 6.31 -8.96
H 5.27 8.00 -8.52
H 3.78 7.28 -8.70
H 5.09 8.44 -4.80
H 5.40 7.06 -4.03
C -3.63 -0.71 7.00
C -5.05 -1.03 6.46
C -6.22 -1.07 7.37
O -5.85 -1.85 8.50
C -6.99 -2.03 9.39
N -5.24 -0.15 5.35
H -3.60 -0.08 7.89
H -2.91 -0.39 6.25
H -3.26 -1.63 7.44
H -4.95 -2.04 6.06
H -7.08 -1.49 6.85
H -6.53 -0.05 7.62
H -7.79 -2.60 8.93
H -7.35 -1.04 9.69
H -6.64 -2.55 10.28
H -4.37 0.03 4.87
H -5.41 0.79 5.67
C 3.88 -0.43 6.31
C 3.59 -1.76 6.97
C 3.15 -1.65 8.44
O 4.17 -0.92 9.13
C 3.85 -0.05 10.17
N 2.72 -2.68 6.19
H 2.94 0.11 6.35
H 4.26 -0.53 5.29
H 4.57 0.16 6.92
H 4.51 -2.34 6.90
H 3.09 -2.64 8.88
H 2.18 -1.16 8.58
H 3.36 0.82 9.72
H 4.79 0.31 10.57
H 3.19 -0.48 10.92
H 1.75 -2.56 6.44
H 2.82 -2.47 5.21
C -4.31 5.50 8.03
C -4.20 5.95 6.54
C -2.87 5.60 5.80
O -2.98 5.89 4.40
C -1.83 5.57 3.75
N -5.34 5.18 6.00
H -5.31 5.40 8.46
H -3.58 6.12 8.57
H -3.92 4.49 8.11
H -4.49 6.98 6.37
H -2.73 4.55 6.04
H -1.95 5.98 6.24
H -1.09 6.37 3.75
H -2.22 5.46 2.74
H -1.36 4.63 4.03
H -5.72 5.72 5.23
H -6.05 5.41 6.68
C -0.15 0.82 -9.51
C -0.98 -0.52 -9.38
C -1.76 -0.72 -10.67
O -2.56 0.39 -11.21
C -3.08 0.20 -12.54
N -0.09 -1.73 -9.14
H 0.37 0.87 -8.56
H -0.86 1.63 -9.66
H 0.57 0.93 -10.33
H -1.63 -0.40 -8.51
H -2.43 -1.57 -10.57
H -1.10 -0.99 -11.49
H -3.87 0.94 -12.65
H -3.47 -0.79 -12.76
H -2.32 0.45 -13.28
H 0.61 -1.75 -9.87
H 0.43 -1.53 -8.31
```

Values from the calculation:
HOMO energy, eV: -6.2
Spin multiplicity: 1
Energy, Ha: -3307.581673
Relative energy (zero: lowest compared OMol25 entry of this formula, charge and spin), kJ/mol: 589.3
Gap between HOMO and LUMO, Eh: 0.292
Net charge: -1

Mulliken atomic charge list, values in e, 6 entries: 0.6091, -0.2280, -0.2408, -0.2136, 1.0410, -0.6777



11 unconnected molecules or ions with the total composition C25H72N2O11 in a non-equilibrium geometry, computed with the ωB97M-V functional and the def2-TZVPD basis.

Structure (XYZ):
```
110
C25H72N2O11, DFT the ωB97M-V functional and the def2-TZVPD basis
N -4.25 7.12 -13.31
C -4.79 8.32 -13.60
N -4.26 8.87 -14.67
O -5.85 8.88 -12.86
H -4.40 6.63 -12.47
H -3.49 6.76 -13.87
H -4.58 9.81 -15.07
H -3.33 8.59 -15.00
C -3.52 6.38 -9.86
C -4.31 5.18 -10.43
C -5.75 5.60 -10.57
O -3.95 4.68 -11.55
H -4.01 6.71 -8.95
H -3.51 7.30 -10.57
H -2.51 6.13 -9.57
H -4.28 4.34 -9.70
H -6.34 4.77 -10.94
H -5.90 6.49 -11.18
H -6.08 5.98 -9.62
H -3.21 4.08 -11.37
C -8.44 7.35 -12.85
C -9.66 6.57 -12.40
C -9.33 5.06 -12.43
O -10.13 6.86 -11.31
H -7.98 7.03 -13.77
H -7.63 7.20 -12.09
H -8.60 8.39 -12.95
H -10.44 6.80 -13.17
H -8.47 4.71 -11.80
H -9.13 4.65 -13.41
H -10.22 4.55 -11.97
H -9.47 7.15 -10.67
C -2.55 3.88 -14.75
C -1.66 2.91 -14.01
C -0.53 2.26 -14.75
O -1.25 3.33 -12.91
H -3.34 3.29 -15.21
H -2.01 4.38 -15.55
H -3.06 4.60 -14.10
H -2.32 2.11 -13.66
H -0.77 1.74 -15.68
H -0.10 1.52 -14.18
H 0.28 2.89 -15.01
H -1.05 4.27 -12.95
C -3.35 1.58 -10.80
C -3.61 0.32 -10.00
C -2.37 -0.27 -9.31
O -4.42 0.49 -9.08
H -2.57 1.47 -11.46
H -3.18 2.35 -10.02
H -4.29 1.80 -11.27
H -3.96 -0.49 -10.63
H -1.89 0.42 -8.58
H -1.61 -0.38 -10.02
H -2.72 -1.27 -8.95
H -5.27 0.72 -9.57
C -7.00 4.76 -17.60
C -5.71 4.02 -17.41
C -5.64 2.94 -18.47
O -4.64 4.67 -17.32
H -6.97 5.43 -18.51
H -7.38 5.42 -16.85
H -7.84 4.07 -17.77
H -5.86 3.42 -16.52
H -4.90 2.22 -18.36
H -5.39 3.40 -19.44
H -6.56 2.46 -18.68
H -4.90 5.59 -17.13
C -10.30 0.17 -15.30
C -8.91 0.70 -15.49
C -8.82 2.17 -15.32
O -8.16 0.14 -14.68
H -10.31 -0.93 -15.43
H -10.98 0.40 -16.15
H -10.60 0.35 -14.28
H -8.65 0.43 -16.49
H -8.72 2.58 -14.31
H -9.66 2.80 -15.71
H -7.98 2.53 -15.93
H -7.55 0.80 -14.52
C -3.42 -0.30 -13.87
C -4.70 0.50 -13.89
C -5.19 0.65 -15.32
O -5.69 0.05 -13.28
H -3.52 -1.31 -14.24
H -2.96 -0.36 -12.92
H -2.72 0.19 -14.54
H -4.40 1.50 -13.48
H -6.11 1.28 -15.35
H -5.35 -0.28 -15.82
H -4.49 1.26 -15.90
H -5.76 0.44 -12.42
C -10.34 5.34 -17.01
O -9.60 5.36 -15.83
H -10.92 6.27 -17.10
H -11.10 4.54 -16.94
H -9.72 5.14 -17.91
H -9.42 6.32 -15.62
C -6.30 4.67 -14.13
O -5.74 3.53 -13.55
H -7.10 4.46 -14.84
H -5.48 5.12 -14.66
H -6.64 5.39 -13.41
H -5.15 3.76 -12.83
C -7.06 1.93 -10.82
O -6.61 0.58 -10.60
H -7.89 2.28 -10.16
H -7.27 2.14 -11.92
H -6.18 2.56 -10.59
H -7.16 -0.11 -10.98
```

Values from the calculation:
HOMO energy, eV: -9.4
Spin multiplicity: 1
Energy, Ha: -1932.505357
Relative energy (zero: lowest compared OMol25 entry of this formula, charge and spin), kJ/mol: 752.1
Gap between HOMO and LUMO, Eh: 0.346

Mulliken atomic charge list, values in e, 6 entries: -0.0347, 0.4489, -0.4159, -0.6969, -0.2832, 0.1201



Among the records above, which one has the lowest energy? C25H70ClCrN2O13



What is the spin multiplicity in the first record? 2